# 1
C13H29F6InN5O2Sb as an isolated structure. Source: the OMol25 dataset; level of theory: ωB97M-V with the def2-TZVPD basis set.

```
57
Properties=species:S:1:pos:R:3:forces:R:3
In -0.522 -0.042 -0.731 -1.6 -0.5 -1.6
C -3.962 -3.145 1.433 -0.2 0.7 0.5
O -4.208 -2.321 0.230 1.8 1.2 0.3
C -3.233 -1.475 -0.094 -0.5 -2.1 -0.2
O -2.079 -1.466 0.412 -0.4 1.0 -0.7
N -3.595 -0.723 -1.186 2.3 0.6 1.2
N -2.757 0.413 -1.413 0.6 -0.6 0.9
H -4.858 -3.709 1.604 -0.5 -0.1 -0.2
H -3.814 -2.464 2.285 0.1 -0.4 -0.4
H -3.143 -3.827 1.284 0.4 0.0 -0.2
H -4.573 -0.665 -1.306 -1.4 0.5 -0.6
H -3.053 1.262 -0.927 -0.4 -0.1 -0.1
H -2.673 0.637 -2.386 -0.1 -0.1 -1.1
C -0.416 3.309 4.996 1.0 -1.2 0.0
C 0.021 3.700 3.565 -1.1 1.6 -1.6
N 0.382 2.564 2.734 2.3 -0.6 1.7
C 1.738 2.025 3.073 -0.1 0.5 -0.4
C 1.707 0.609 3.651 -0.4 -0.9 0.6
C -0.412 1.874 1.897 -2.0 -0.8 -2.1
C -1.863 2.263 1.750 0.0 -0.6 0.7
N 0.049 0.879 1.132 0.2 2.0 0.5
H -0.508 4.188 5.604 -0.1 0.6 0.0
H 0.343 2.663 5.483 -0.4 0.3 -0.3
H -1.355 2.782 4.943 -0.3 -0.1 0.1
H 0.898 4.368 3.526 -0.1 -0.3 0.4
H -0.779 4.277 3.043 0.3 -0.5 0.5
H 2.131 2.746 3.790 0.2 -0.3 -0.2
H 2.381 2.106 2.162 -0.5 0.0 0.4
H 1.797 0.630 4.745 0.1 0.1 -0.3
H 2.534 0.050 3.243 0.4 -0.1 0.1
H 0.813 -0.018 3.459 0.3 0.7 -0.1
H -1.995 2.887 0.875 0.2 0.5 -0.2
H -2.343 2.720 2.635 0.5 -0.2 -0.5
H -2.386 1.335 1.544 -0.3 -0.2 0.1
H 1.058 0.832 1.130 0.6 -0.2 0.5
F -0.787 0.598 -3.713 0.1 0.4 1.2
Sb 0.316 2.169 -3.418 1.1 2.6 -4.5
F 1.435 1.454 -4.869 -1.3 1.1 2.1
F -0.875 3.234 -4.572 1.5 -1.6 1.8
F 1.305 3.808 -2.986 -1.0 -2.4 -0.2
F -0.789 2.471 -1.820 0.1 -1.1 0.5
F 1.357 1.034 -2.175 -1.1 0.0 0.8
C 1.798 -4.298 -3.586 -0.3 -0.6 -0.4
C 2.264 -3.058 -2.833 0.8 -0.5 -0.3
C 3.394 -3.350 -1.841 0.7 0.0 0.0
C 2.748 -1.985 -3.837 -0.4 0.3 -1.1
C 1.170 -2.467 -2.093 -0.2 2.6 -0.6
N 0.502 -1.579 -1.752 -0.5 -0.8 1.1
H 2.639 -4.724 -4.130 0.2 0.1 0.1
H 1.080 -4.025 -4.376 0.0 -0.2 0.5
H 1.422 -5.087 -2.917 -0.1 0.3 -0.3
H 4.189 -3.799 -2.455 -0.1 0.1 0.4
H 3.075 -4.056 -1.095 0.0 -0.5 0.3
H 3.809 -2.466 -1.319 -0.4 -0.3 -0.5
H 3.480 -2.404 -4.556 -0.3 -0.2 0.6
H 3.215 -1.127 -3.378 0.1 0.2 0.4
H 1.927 -1.608 -4.462 0.1 -0.1 0.2
```
Positions in Å, forces in eV/Å.

Results
expectation value of S²: 0.7734
net charge: +3
relative energy (zero: lowest compared OMol25 entry of this formula, charge and spin): 0.0 kcal per mole
electronic energy: -53486.50561 eV
gap between HOMO and LUMO (alpha / beta): 8.6 / 4.7 eV
highest occupied orbital energy (alpha / beta): -19.6492 / -19.6492 eV
spin multiplicity: 2

# 2
A 6-piece molecular cluster, C13H29N3O16S3 overall. Source: the OMol25 dataset; level of theory: ωB97M-V with the def2-TZVPD basis set.

```
64
Properties=species:S:1:pos:R:3:forces:R:3
C -10.928 -13.475 -20.956 0.8 -1.2 0.1
N -12.369 -13.621 -20.636 -2.4 1.1 0.6
O -12.858 -14.715 -20.400 1.3 0.1 -0.1
O -13.084 -12.611 -20.640 1.5 -0.5 -0.2
H -10.786 -12.793 -21.795 -0.2 -0.2 0.1
H -10.584 -14.503 -21.073 -0.1 0.1 -0.9
H -10.272 -13.196 -20.132 -0.8 0.8 0.5
C -8.819 -12.494 -24.968 -0.4 1.3 -2.0
C -8.778 -13.702 -24.164 1.6 -3.0 -0.3
O -8.296 -13.343 -22.935 0.6 2.8 4.3
S -7.725 -11.794 -22.871 2.8 -0.6 -1.2
O -6.302 -11.823 -22.434 -4.2 0.0 -1.1
O -8.672 -10.876 -22.339 0.2 -0.5 0.8
O -7.819 -11.583 -24.490 0.6 -0.7 1.3
H -9.795 -12.013 -24.904 0.0 0.1 -0.3
H -8.487 -12.753 -25.974 -0.6 0.4 -0.2
H -7.939 -14.357 -24.402 -0.3 -0.4 -1.5
H -9.645 -14.359 -24.105 -0.4 0.6 0.1
C -11.570 -7.340 -24.674 -0.1 -1.8 -0.3
C -12.484 -8.040 -25.698 1.1 -0.5 0.0
O -13.307 -8.946 -24.980 -0.3 -1.3 1.2
S -12.628 -9.577 -23.585 -0.7 1.1 0.6
O -11.937 -10.879 -23.688 -1.4 3.3 -0.5
O -13.648 -9.422 -22.541 2.4 -0.3 -2.4
O -11.529 -8.335 -23.550 -0.3 0.3 0.0
H -11.923 -6.314 -24.566 -0.3 -0.3 1.6
H -10.539 -7.243 -25.014 -0.1 -0.3 0.0
H -11.893 -8.643 -26.387 0.0 0.2 -0.3
H -13.085 -7.308 -26.237 -0.3 -0.4 0.1
C -13.520 -18.455 -24.512 1.6 0.0 -0.1
C -12.777 -17.558 -25.555 -2.2 -0.7 -1.7
O -11.853 -16.784 -24.886 0.7 2.2 1.8
S -12.339 -16.421 -23.361 -0.4 -1.2 2.6
O -13.349 -15.349 -23.223 2.9 -2.4 -1.0
O -11.165 -16.493 -22.432 -3.3 0.5 -3.3
O -13.134 -17.884 -23.251 0.5 1.0 0.4
H -13.086 -19.445 -24.651 0.0 -0.2 0.8
H -14.603 -18.573 -24.526 0.1 0.6 -0.4
H -13.537 -17.032 -26.133 0.0 1.0 0.4
H -12.219 -18.026 -26.365 0.1 -0.8 0.5
C -11.726 -11.364 -15.604 1.0 0.0 -1.8
O -12.075 -11.431 -14.467 -0.6 -0.3 1.9
N -12.408 -10.785 -16.611 -1.2 1.1 0.5
C -13.884 -10.573 -16.456 0.9 0.0 0.0
C -11.937 -10.905 -17.965 -0.6 -0.2 -0.6
H -10.793 -11.768 -16.026 0.4 -0.1 0.6
H -14.264 -9.706 -16.997 0.4 -0.2 -0.6
H -14.195 -10.349 -15.436 0.6 -0.5 0.2
H -14.329 -11.508 -16.797 -0.5 0.2 0.0
H -10.957 -11.358 -18.116 0.0 -0.4 0.8
H -12.704 -11.522 -18.433 0.3 0.1 -0.9
H -11.812 -9.953 -18.483 -0.6 0.2 0.1
C -7.720 -12.991 -16.990 -2.1 1.7 2.4
O -8.530 -12.218 -16.430 1.3 -1.2 -1.2
N -7.280 -12.880 -18.229 -0.3 -0.4 -0.8
C -6.250 -13.772 -18.713 -0.4 0.6 -1.2
C -7.675 -11.813 -19.129 -0.2 1.0 0.2
H -7.313 -13.829 -16.404 0.1 -0.1 -0.3
H -5.999 -14.548 -17.989 0.3 0.5 0.0
H -5.483 -13.094 -19.086 0.9 -0.5 0.5
H -6.578 -14.251 -19.635 -0.3 -0.3 0.0
H -8.530 -11.217 -18.812 -0.3 -0.7 0.5
H -6.924 -11.023 -19.143 0.5 -0.3 -0.4
H -7.899 -12.152 -20.140 0.3 -0.3 0.2
```
Positions in Å, forces in eV/Å.

Results
structure (SMILES): C[N+](=O)[O-].O=S1(=O)OCCO1.O=S1(=O)OCCO1.O=S1(=O)OCCO1.CN(C)C=O.CN(C)C=O
net charge: 0
relative energy (zero: lowest compared OMol25 entry of this formula, charge and spin): 80.9 kcal per mole
electronic energy: -83678.05270 eV
gap between HOMO and LUMO: 8.4 eV
highest occupied orbital energy: -8.3841 eV
spin multiplicity: 1

# 3
C13H30AlIO7P3S as an isolated structure. Source: the OMol25 dataset; level of theory: ωB97M-V with the def2-TZVPD basis set.

```
56
Properties=species:S:1:pos:R:3:forces:R:3
C -0.039 -5.614 1.872 -0.1 0.8 0.4
C 1.006 -4.345 1.897 -0.5 -1.5 -0.8
O 0.337 -3.089 2.379 2.7 -1.3 -1.3
C 1.455 -2.131 2.444 0.9 0.5 1.4
C 1.064 -0.569 2.169 1.0 0.1 -0.2
C 0.618 -0.208 0.630 0.0 3.5 0.8
P 0.828 -1.684 -0.580 -1.4 -2.0 0.2
P 2.921 -1.932 -1.221 3.9 2.2 0.0
O 3.982 -1.739 -0.072 -3.6 -1.3 -3.7
O 3.251 -0.646 -2.403 -1.7 -3.1 0.1
O 3.131 -3.431 -2.146 -1.5 2.9 0.0
O -0.737 0.434 0.736 2.2 -1.4 -2.0
Al -1.103 1.136 -1.015 2.0 -1.4 0.9
C -2.372 -0.278 -1.769 0.3 -1.9 0.8
S -4.006 0.331 -2.420 -0.6 -0.1 -0.1
C -5.133 0.997 -1.084 -0.8 0.4 1.6
C -5.725 -0.138 -0.046 -0.8 0.1 0.1
P -2.144 3.181 -1.258 -0.3 1.6 -0.6
C -2.386 3.404 -3.179 0.9 0.5 -0.4
O -1.094 4.543 -0.855 0.3 -0.8 -2.6
O 0.761 1.074 -1.472 0.3 0.4 2.8
C 1.502 0.972 -0.168 -0.4 0.6 0.6
C 1.512 2.346 0.746 -0.6 0.9 -0.8
C 2.937 3.179 0.698 -1.0 -1.9 1.4
C 3.654 2.974 2.170 0.0 0.4 -0.5
I 2.372 5.308 0.500 0.6 -0.7 -0.1
H -0.971 -5.295 1.242 1.6 -0.6 1.3
H -0.352 -5.859 2.989 0.5 0.4 -2.4
H 0.418 -6.572 1.359 -0.7 2.0 1.1
H 1.407 -4.236 0.786 -0.9 0.2 2.3
H 1.928 -4.629 2.557 -1.7 0.7 -0.9
H 1.862 -2.187 3.565 -0.7 0.2 -2.2
H 2.342 -2.542 1.781 -1.8 1.4 1.0
H 2.061 0.061 2.361 -2.0 -1.5 -0.3
H 0.281 -0.148 2.962 1.4 -1.1 -2.1
H 0.140 -1.443 -1.848 0.9 0.2 0.9
H 2.576 -0.759 -3.157 1.3 0.6 1.7
H 2.650 -3.342 -3.038 1.0 -0.1 2.0
H -1.835 -0.894 -2.638 -1.6 1.3 1.5
H -2.593 -1.087 -0.919 0.6 1.6 -1.8
H -6.084 1.465 -1.633 2.4 -1.0 0.9
H -4.605 1.862 -0.469 -1.0 -1.8 -1.3
H -6.005 0.369 0.998 0.9 -1.1 -2.2
H -4.984 -1.035 0.097 -1.4 1.9 -0.1
H -6.762 -0.580 -0.440 2.4 0.9 0.6
H -3.309 4.131 -3.331 2.0 -1.6 0.0
H -2.481 2.386 -3.748 -0.2 2.0 1.2
H -1.364 3.888 -3.557 -2.2 -0.7 0.5
H -0.536 4.748 -1.684 -1.0 -0.5 2.0
H 2.651 0.786 -0.311 -2.2 -0.4 -0.1
H 0.701 3.060 0.302 1.3 -1.4 0.9
H 1.267 2.186 1.876 0.3 0.0 -2.2
H 3.573 2.812 -0.210 -1.0 1.1 1.8
H 2.882 3.047 3.074 1.5 -0.1 -2.2
H 4.441 3.838 2.309 -1.3 -2.1 -0.1
H 4.110 1.894 2.170 -0.6 2.1 0.1
```
Positions in Å, forces in eV/Å.

Results
net charge: -1
electronic energy: -81698.12019 eV
gap between HOMO and LUMO: 6.7 eV
highest occupied orbital energy: -4.5654 eV
spin multiplicity: 1

# 4
C13H30BI2NO5Si as an isolated structure. Source: the OMol25 dataset; level of theory: ωB97M-V with the def2-TZVPD basis set.

```
53
Properties=species:S:1:pos:R:3:forces:R:3
C 5.030 -1.016 1.148 0.1 0.8 -0.6
C 4.764 -1.018 -0.425 1.4 0.1 0.1
C 4.675 -2.460 -1.052 0.0 0.8 0.1
I 4.792 -2.196 -3.240 0.0 -0.1 0.5
Si 3.044 -3.387 -0.724 -0.1 0.3 -1.6
C 1.477 -2.433 -1.215 -1.1 0.1 0.1
C 0.576 -1.998 0.034 -0.3 0.5 -1.2
C -0.510 -0.915 -0.397 -0.2 -0.9 0.1
I -0.639 0.613 1.173 -0.1 -0.4 -0.7
N 3.079 -4.868 -1.779 0.3 0.2 0.8
C 4.032 -5.543 -1.424 -0.7 1.0 -0.4
O 4.991 -6.082 -1.071 0.7 -1.0 0.1
B 2.803 -4.042 1.119 -0.1 -1.1 2.1
O 3.094 -3.338 2.292 -1.0 -0.6 -1.2
O 2.250 -5.355 1.275 -0.6 1.8 0.0
H 5.240 -2.028 1.566 -0.6 0.8 -0.3
H 5.943 -0.393 1.372 -0.9 -0.6 -0.3
H 4.175 -0.484 1.628 0.6 -0.9 0.0
H 5.677 -0.535 -0.878 -1.0 -0.5 0.2
H 3.910 -0.351 -0.716 0.6 -0.9 0.3
H 5.587 -3.058 -0.785 -0.8 0.5 -0.3
H 0.828 -3.152 -1.798 0.8 0.7 0.3
H 1.671 -1.569 -1.900 0.0 -0.6 0.6
H 0.005 -2.918 0.325 0.6 0.8 0.3
H 1.172 -1.559 0.869 -0.4 -0.7 -0.6
H -0.285 -0.458 -1.396 -0.1 -0.1 1.2
H -1.543 -1.358 -0.422 1.0 0.6 0.0
H 2.433 -3.624 2.951 0.7 -0.1 0.0
H 1.376 -5.359 0.837 0.7 -0.5 0.0
C -2.248 4.587 0.641 -0.1 -0.3 0.1
C -0.799 5.047 0.666 -0.5 0.4 -0.3
C -0.689 6.508 1.076 0.2 0.1 0.2
O -0.221 4.872 -0.626 0.2 -0.2 0.0
H -2.829 5.166 -0.083 0.1 0.1 0.1
H -2.312 3.540 0.335 0.1 0.0 0.1
H -2.713 4.693 1.624 0.0 0.0 0.0
H -0.228 4.427 1.361 0.1 0.0 -0.2
H -1.217 7.152 0.366 -0.1 -0.1 0.0
H 0.355 6.828 1.080 0.0 -0.1 0.0
H -1.108 6.672 2.072 0.0 0.0 0.0
H -0.718 5.416 -1.249 0.0 -0.1 0.1
C -6.479 0.142 0.285 -0.1 -0.1 0.2
C -5.007 0.383 -0.010 -0.4 0.0 -0.5
C -4.823 1.432 -1.096 0.2 0.1 0.0
O -4.398 -0.841 -0.423 0.3 -0.1 0.2
H -6.999 -0.227 -0.604 0.0 0.1 0.0
H -6.595 -0.621 1.059 0.0 0.1 0.0
H -6.970 1.057 0.621 0.0 0.0 0.0
H -4.498 0.706 0.901 0.1 -0.2 -0.1
H -5.287 1.107 -2.032 -0.1 0.0 0.1
H -3.762 1.586 -1.304 0.0 0.0 0.1
H -5.264 2.387 -0.801 0.0 0.0 0.0
H -4.840 -1.135 -1.229 0.0 0.1 0.1
```
Positions in Å, forces in eV/Å.

Results
net charge: 0
electronic energy: -50453.29978 eV
gap between HOMO and LUMO: 9.5 eV
highest occupied orbital energy: -9.2734 eV
spin multiplicity: 1

# 5
C13H30ClNO5Y as an isolated structure. Source: the OMol25 dataset; level of theory: ωB97M-V with the def2-TZVPD basis set.

```
51
Properties=species:S:1:pos:R:3:forces:R:3
Y 1.384 2.669 2.136 -1.3 -3.5 -3.6
C 4.646 1.522 -1.028 -0.8 0.7 0.6
C 3.428 1.092 -1.858 0.1 -0.2 -0.4
C 3.888 -0.219 -2.534 0.4 0.6 -0.1
C 2.833 -1.005 -3.224 -0.3 -1.1 -0.4
C 1.647 -1.333 -2.340 -0.1 1.3 0.7
C 1.068 -0.003 -1.625 0.9 -2.0 -1.1
N 2.184 0.844 -1.048 -0.2 0.1 0.7
O 1.724 1.956 -0.319 0.3 -0.2 2.3
C 0.169 -0.555 -0.545 -0.4 0.7 1.3
C 0.216 0.678 -2.677 -0.5 1.6 0.8
C 3.137 2.106 -2.995 -0.4 0.0 -0.5
H 5.560 1.482 -1.620 -0.2 0.1 -0.1
H 4.808 0.909 -0.142 -0.2 -0.3 0.0
H 4.501 2.547 -0.685 0.2 0.2 0.0
H 4.510 -0.877 -1.926 -0.3 0.2 0.6
H 4.575 0.161 -3.290 0.2 -0.1 -0.1
H 3.301 -1.942 -3.524 -0.1 -0.1 -0.3
H 2.533 -0.512 -4.149 -0.3 0.0 0.0
H 1.827 -2.116 -1.604 0.6 0.2 0.3
H 0.832 -1.773 -2.914 -0.1 0.4 -0.2
H 0.722 -0.885 0.335 0.4 -0.2 -0.1
H -0.464 -1.388 -0.850 0.2 0.1 -0.4
H -0.505 0.204 -0.147 -0.2 0.2 -0.1
H 0.711 1.204 -3.493 0.2 -0.9 -0.3
H -0.251 1.526 -2.175 -0.4 0.1 0.2
H -0.599 0.011 -2.958 0.2 0.1 -0.4
H 2.275 2.733 -2.767 0.2 0.1 0.1
H 2.901 1.577 -3.919 -0.4 -0.2 0.1
H 3.950 2.737 -3.354 0.4 0.1 0.8
Cl -0.332 0.656 2.798 1.9 2.2 -0.4
C -4.539 1.172 3.171 1.4 0.4 -0.9
C -4.891 0.482 1.842 -0.2 0.2 0.0
O -5.724 1.271 0.912 0.9 -0.9 1.5
O -3.363 2.020 2.969 -0.8 1.0 -0.1
H -4.165 0.549 3.983 -0.9 -0.9 -0.2
H -5.405 1.743 3.505 0.4 0.4 0.1
H -5.362 -0.466 2.103 -0.5 0.1 -0.4
H -3.962 0.231 1.330 0.1 -0.1 0.1
H -5.097 1.681 0.312 -0.1 0.1 0.0
H -2.576 1.470 2.971 -0.3 -0.3 0.1
C -2.120 -2.936 2.516 -1.3 -1.6 0.5
C -2.655 -2.567 3.906 0.2 -0.5 -0.3
O -1.736 -1.742 4.574 0.3 0.1 0.6
O -2.141 -1.874 1.630 -0.3 1.2 -1.0
H -2.790 -3.705 2.131 -0.5 0.2 -0.3
H -1.184 -3.487 2.419 0.5 0.3 1.0
H -2.922 -3.444 4.496 0.9 -0.3 0.2
H -3.633 -2.085 3.909 -0.1 0.4 -0.9
H -1.460 -1.084 3.931 0.0 0.2 0.2
H -1.457 -1.231 1.827 0.2 -0.1 0.0
```
Positions in Å, forces in eV/Å.

Results
net charge: +1
electronic energy: -39248.90212 eV
gap between HOMO and LUMO: 4.1 eV
highest occupied orbital energy: -10.8360 eV
spin multiplicity: 1

# 6
A 3-piece molecular cluster, C13H30FN4O2 overall. Source: the OMol25 dataset; level of theory: ωB97M-V with the def2-TZVPD basis set.

```
50
Properties=species:S:1:pos:R:3:forces:R:3
C 7.601 1.350 1.865 0.3 -0.1 0.1
C 6.955 2.746 1.762 0.6 -0.5 -0.3
F 7.972 3.645 1.426 -0.3 0.1 0.2
C 5.875 2.877 0.646 -0.1 -0.1 1.1
C 4.489 2.794 1.233 0.5 -0.8 -1.7
N 3.608 1.866 0.846 -0.3 0.2 0.4
C 2.522 2.075 1.603 0.4 -0.4 -0.1
N 1.365 1.375 1.619 -0.6 0.1 -0.4
N 2.729 3.127 2.403 -0.7 0.1 0.6
N 3.964 3.573 2.163 1.0 0.7 0.3
H 8.623 1.405 1.461 -0.4 0.1 0.0
H 7.716 1.040 2.914 -0.2 0.0 -0.4
H 7.078 0.563 1.304 0.0 0.3 0.2
H 6.582 3.027 2.761 0.0 0.2 -0.4
H 6.046 3.842 0.147 -0.2 -0.4 0.0
H 5.963 2.023 -0.035 -0.1 0.5 -0.1
H 0.748 1.486 0.826 0.1 -0.4 0.1
H 1.059 0.800 2.388 0.1 0.2 0.0
H 2.093 3.533 3.080 0.2 0.1 -0.1
H 4.410 4.368 2.608 -0.4 -0.1 0.2
C 0.136 1.272 -2.963 -0.1 0.1 0.1
C -0.604 -0.024 -3.246 0.0 0.1 -0.1
O -1.313 -0.525 -2.126 0.1 -0.2 0.2
C -2.322 0.318 -1.592 -0.1 0.0 0.0
C -3.420 0.657 -2.584 0.1 0.0 -0.1
H 0.834 1.133 -2.132 0.0 0.0 -0.1
H 0.696 1.594 -3.842 0.0 0.0 0.0
H -0.545 2.079 -2.688 0.0 0.0 -0.1
H 0.119 -0.793 -3.519 -0.1 -0.1 0.1
H -1.274 0.088 -4.104 0.0 0.1 0.0
H -1.875 1.229 -1.175 0.0 0.1 -0.1
H -2.761 -0.224 -0.752 0.1 -0.1 0.0
H -3.039 1.208 -3.445 0.0 0.1 0.0
H -4.184 1.272 -2.106 0.0 0.0 0.0
H -3.889 -0.254 -2.959 0.0 0.0 0.1
C -5.266 -3.912 -1.410 -0.1 0.0 0.1
C -4.090 -3.487 -0.546 0.0 -0.1 -0.1
O -4.448 -2.613 0.514 0.1 0.3 0.0
C -5.379 -3.119 1.456 -0.1 -0.1 0.0
C -4.907 -4.372 2.174 0.1 0.0 -0.1
H -5.766 -3.037 -1.831 0.0 0.0 0.0
H -4.924 -4.549 -2.227 0.0 0.0 0.0
H -6.010 -4.471 -0.841 0.0 -0.1 0.0
H -3.377 -2.940 -1.165 0.0 0.1 0.1
H -3.556 -4.360 -0.156 -0.1 0.0 0.0
H -6.350 -3.286 0.977 0.0 -0.1 0.0
H -5.531 -2.325 2.189 0.1 0.1 -0.1
H -4.747 -5.202 1.485 -0.1 0.0 0.0
H -5.647 -4.686 2.911 0.0 0.0 0.0
H -3.961 -4.184 2.686 0.0 0.0 0.0
```
Positions in Å, forces in eV/Å.

Results
net charge: +1
electronic energy: -26732.66605 eV
gap between HOMO and LUMO: 7.5 eV
highest occupied orbital energy: -11.1054 eV
spin multiplicity: 1

Calculated values (eV Å⁻¹) of strongest force on any atom for the records, taken in order: 5.3 5.2 5.3 2.4 5.2 1.9.